No. 1
Molecular formula: C5H10O2
Method: DFT, the ωB97M-V functional and the def2-TZVPD basis

XYZ file:
```
17
Properties=species:S:1:pos:R:3
C -2.272 -0.569 -0.054
C -0.836 -0.268 -0.466
O -0.818 0.955 -1.174
C 0.101 -0.277 0.747
C 1.596 -0.275 0.415
C 2.181 1.047 -0.004
O 1.555 2.069 -0.184
H -2.368 -1.580 0.360
H -2.613 0.155 0.695
H -2.925 -0.485 -0.927
H -0.501 -1.066 -1.152
H -0.174 1.552 -0.762
H -0.138 0.582 1.389
H -0.110 -1.179 1.334
H 1.825 -0.999 -0.382
H 2.191 -0.605 1.279
H 3.283 1.052 -0.133
```

## Properties
SMILES: C[C@@H](O)CCC=O
energy above the lowest of the compared OMol25 structures with the same formula, charge and spin: 1.199 eV
HOMO-LUMO gap: 10.802 eV
M: 102.13 g mol⁻¹
total energy: -346.981356 Ha


No. 2
Molecular formula: C4H12
Method: DFT, the ωB97M-V functional and the def2-TZVPD basis

XYZ file:
```
16
Properties=species:S:1:pos:R:3
C 0.717 1.307 1.498
C 1.861 0.297 1.409
H 0.760 1.893 0.549
H -0.373 0.831 1.450
H 0.624 1.796 2.518
H 2.812 0.393 1.078
H 1.378 -0.377 0.671
H 1.763 -0.363 2.290
C -1.403 -0.112 -1.872
C -0.909 -1.231 -1.037
H -2.278 0.336 -1.433
H -0.854 0.875 -1.983
H -1.844 -0.548 -2.833
H -1.134 -2.325 -1.447
H 0.197 -1.256 -0.850
H -1.316 -1.516 -0.007
```

## Properties
SMILES: CC.CC
energy above the lowest of the compared OMol25 structures with the same formula, charge and spin: 1.903 eV
HOMO-LUMO gap: 11.908 eV
M: 60.14 g mol⁻¹
total energy: -159.515024 Ha


No. 3
Molecular formula: C2H3NO
Method: DFT, the ωB97M-V functional and the def2-TZVPD basis

XYZ file:
```
7
Properties=species:S:1:pos:R:3
C 0.506 0.246 0.938
C -0.372 -0.121 -0.704
N -0.011 1.041 0.090
O 0.221 -1.022 0.251
H 0.987 0.303 1.893
H -1.446 -0.267 -0.792
H 0.116 -0.180 -1.677
```

## Properties
energy above the lowest of the compared OMol25 structures with the same formula, charge and spin: 1.693 eV
HOMO-LUMO gap: 11.762 eV
M: 57.05 g mol⁻¹
total energy: -207.935464 Ha


No. 4
Molecular formula: C5H7NO
Method: DFT, the ωB97M-V functional and the def2-TZVPD basis

XYZ file:
```
14
Properties=species:S:1:pos:R:3
C -0.160 -0.884 1.517
C 0.302 0.116 0.511
C 1.067 1.188 0.662
O 1.177 1.914 -0.551
C 0.464 1.390 -1.531
C -0.035 0.082 -0.957
N -1.362 -0.346 -1.334
H 0.216 -0.658 2.518
H 0.161 -1.898 1.250
H -1.256 -0.888 1.548
H 1.606 1.615 1.496
H 0.776 -0.517 -1.443
H -1.396 -1.352 -1.453
H -1.602 0.073 -2.227
```

## Properties
energy above the lowest of the compared OMol25 structures with the same formula, charge and spin: 3.412 eV
HOMO-LUMO gap: 9.361 eV
M: 97.12 g mol⁻¹
total energy: -324.599089 Ha


No. 5
Molecular formula: C4H10N2
Method: DFT, the ωB97M-V functional and the def2-TZVPD basis

XYZ file:
```
16
Properties=species:S:1:pos:R:3
C 0.795 1.088 -0.557
C -0.476 -1.989 1.054
C 0.492 -1.682 0.122
N -0.116 1.975 -1.267
C -1.222 0.851 1.016
N -1.585 -0.111 1.562
H 0.359 2.797 -1.629
H -0.549 1.497 -2.050
H -1.307 1.788 0.499
H 1.326 1.646 0.214
H 1.563 0.666 -1.218
H -1.423 -2.415 0.759
H -0.227 -2.112 2.098
H 0.508 -0.187 -0.118
H 0.330 -2.019 -0.897
H 1.532 -1.792 0.414
```

## Properties
energy above the lowest of the compared OMol25 structures with the same formula, charge and spin: 4.749 eV
HOMO-LUMO gap: 9.278 eV
M: 86.14 g mol⁻¹
total energy: -267.750791 Ha


No. 6
Molecular formula: C12H13N6RhS2
Method: DFT, the ωB97M-V functional and the def2-TZVPD basis

XYZ file:
```
34
Properties=species:S:1:pos:R:3
Rh -0.062 -0.265 0.055
C -4.187 2.657 1.721
S -3.405 3.008 0.163
C -2.037 1.948 0.162
S -2.283 0.231 0.194
N -0.840 2.522 0.053
N 0.137 1.699 0.007
C 1.454 2.184 -0.044
C 2.429 1.194 -0.053
C 3.814 1.457 -0.089
C 4.703 0.413 -0.090
C 4.223 -0.900 -0.066
C 2.858 -1.116 -0.030
N 1.971 -0.118 -0.015
H -5.174 3.113 1.712
H -3.563 3.108 2.499
H -4.251 1.578 1.871
H 1.634 3.248 -0.068
H 4.150 2.485 -0.112
H 5.769 0.598 -0.108
H 4.897 -1.743 -0.072
H 2.458 -2.122 -0.012
N -0.084 -5.470 -1.507
C -0.110 -4.555 -0.529
C -0.238 -3.172 -0.797
N -0.240 -2.300 0.199
C -0.123 -2.733 1.467
C 0.001 -4.092 1.707
N 0.004 -4.982 0.731
H -0.216 -5.233 -2.475
H 0.010 -6.441 -1.257
H -0.337 -2.794 -1.806
H -0.149 -2.004 2.266
H 0.091 -4.469 2.718
```

## Properties
spin multiplicity: 5
⟨S²⟩: 6.038
HOMO-LUMO gap (spin up / spin down): 7.385 / 4.273 eV
M: 408.32 g mol⁻¹
total charge: +2
total energy: -1699.874483 Ha


No. 7
Molecular formula: F2O5S2
Method: DFT, the ωB97M-V functional and the def2-TZVPD basis

XYZ file:
```
9
Properties=species:S:1:pos:R:3
O -1.071 -1.422 -0.491
O -1.949 0.959 -0.773
O 0.650 0.431 -1.293
O 2.584 0.813 0.361
O 0.192 0.454 1.041
F -1.988 -0.124 1.193
F 1.459 -1.306 0.094
S -1.215 -0.044 -0.159
S 1.337 0.238 0.027
```

## Properties
energy above the lowest of the compared OMol25 structures with the same formula, charge and spin: 0.825 eV
HOMO-LUMO gap: 11.147 eV
M: 182.12 g mol⁻¹
total energy: -1372.216359 Ha


no.,strongest force on any atom (eV/Å)
1,0.5
2,6.5
3,3.7
4,0.4
5,3.3
6,0.6
7,4.5